55
Properties=species:S:1:pos:R:3:lowdin_spin:R:1 method="wB97M-V/def2-TZVPD" s2=6.00 homo_lumo_gap_ev="7.763 / 7.760" total_charge=+1 spin_multiplicity=5 homo_energy_ev="-11.51 / -11.51"
H 4.496 -2.525 2.704 0.00
H -4.761 1.811 -0.167 0.00
H 1.611 4.862 3.421 0.00
H -4.135 -3.114 0.525 0.00
H 3.192 -4.129 4.132 0.00
H -1.611 2.453 -3.163 0.00
H 0.835 -3.532 4.704 0.00
C 1.313 1.299 -5.106 0.00
C 2.835 0.968 -6.999 0.00
C 0.986 1.322 2.074 0.00
O 0.391 -1.278 -0.505 -0.01
C 1.370 -3.035 3.925 0.00
C -2.687 -2.675 -1.054 0.00
N -1.828 0.544 -2.468 -0.01
C -3.814 -2.313 -0.166 0.00
C 1.938 1.517 3.041 0.00
O 1.472 0.673 -0.560 -0.01
C 2.354 0.536 -5.704 0.00
H 2.600 0.738 3.451 0.00
N 2.856 -0.418 -5.031 0.00
O 2.287 -0.593 -3.900 -0.01
H -0.077 4.472 1.703 0.00
C -3.953 1.455 -0.860 0.00
C -3.284 2.331 -1.743 0.00
H -0.331 -1.786 3.348 0.00
H -0.552 2.241 0.919 0.00
C -2.222 1.847 -2.506 0.00
H -5.012 -0.724 0.608 0.00
C 0.557 -0.101 1.635 0.00
N 0.466 1.698 -4.434 0.00
C -3.641 0.050 -0.865 0.00
N 2.906 1.525 -8.001 0.00
C 1.433 3.882 3.116 0.00
N -1.007 -2.001 -2.647 -0.01
C 0.810 -0.233 0.109 0.00
C 3.416 -2.442 2.780 0.00
H 3.228 -0.678 1.446 0.00
H -0.612 -2.893 -2.429 0.00
O -0.796 -0.234 1.853 0.00
C 1.350 -1.255 2.280 0.00
H -1.090 0.368 2.542 0.00
C 0.473 3.635 2.176 0.00
H -3.413 3.397 -1.777 0.00
C 0.207 2.392 1.660 0.00
C 0.739 -2.009 3.230 0.00
Pm 0.663 -0.150 -2.511 4.05
C 2.676 -3.323 3.653 0.00
C 2.185 2.787 3.551 0.00
C -2.565 -0.310 -1.725 0.00
H 3.033 2.846 4.190 0.00
C -2.138 -1.691 -1.789 0.00
C -4.253 -1.028 -0.103 0.00
H -1.308 -1.989 -3.616 0.00
C 2.739 -1.418 2.085 0.00
H -2.326 -3.771 -1.035 0.00

***

14
Properties=species:S:1:pos:R:3:nbo_charge:R:1 method="wB97M-V/def2-TZVPD" smiles="C=CC.O=CO" homo_lumo_gap_ev=8.355 spin_multiplicity=1 homo_energy_ev=-8.12
H 1.025 -0.612 -0.012 0.12
H -2.600 -1.058 -0.798 0.24
O 2.289 0.970 -0.006 -0.69
H 3.241 1.090 0.147 0.49
C 2.074 -0.356 -0.141 0.64
O 2.879 -1.116 -0.605 -0.57
H -1.496 1.274 1.974 0.20
H 0.125 0.611 1.498 0.21
H -1.100 -0.911 -1.697 0.21
C -1.541 -0.843 -0.700 -0.67
H -0.934 -1.569 -0.149 0.21
C -1.437 0.495 -0.011 -0.14
H -1.605 1.306 -0.731 0.20
C -0.921 0.720 1.229 -0.46

***

49
Properties=species:S:1:pos:R:3:nbo_charge:R:1 method="wB97M-V/def2-TZVPD" smiles="CC(C)(C)OC(=O)n1c(-c2ccc(/C=C/C(N)=O)cc2)cc2ccccc21" homo_lumo_gap_ev=8.267 spin_multiplicity=1 homo_energy_ev=-8.32
H 0.494 2.549 2.196 0.23
C 0.504 1.558 -1.007 -0.18
H -0.590 2.320 -2.768 0.22
C -2.385 5.917 -3.660 0.62
H -1.841 -3.543 -2.294 0.21
O -1.276 -0.409 0.302 -0.62
C 1.500 -1.777 2.016 0.21
C 3.590 -2.728 3.608 -0.21
H 0.514 -4.624 -1.457 0.23
H 0.729 -3.797 2.434 0.22
H 1.001 -2.976 -1.285 0.22
C 0.683 1.530 0.365 -0.02
H 4.460 -3.119 4.120 0.21
C 2.574 -1.006 2.368 -0.11
C -0.706 3.659 -0.987 0.01
O -2.796 5.712 -4.765 -0.60
H 0.954 0.656 -1.511 0.22
N 0.689 -1.005 1.125 -0.44
C -1.325 4.902 -1.534 -0.16
C 3.672 -1.421 3.070 -0.19
H 1.150 -4.037 0.200 0.24
C -0.882 -3.512 -0.344 0.28
C 0.275 2.685 1.134 -0.20
H -1.304 -5.804 -0.292 0.22
O -1.036 -2.580 0.830 -0.54
H -0.578 4.661 0.818 0.20
H -1.422 -4.999 1.188 0.23
C -1.828 4.923 -2.755 -0.28
H 4.671 -0.945 3.126 0.23
C -1.553 -4.862 0.102 -0.64
H -1.364 -1.952 -1.757 0.22
H -1.624 4.075 -3.399 0.22
C -0.552 -1.360 0.714 0.91
H -2.762 -2.541 -1.128 0.24
C 2.511 -3.486 3.493 -0.22
H 2.745 1.179 2.251 0.22
H -2.525 7.403 -2.388 0.36
C -0.295 2.531 -1.673 -0.19
C 2.267 0.290 1.839 -0.22
C 0.531 -3.779 -0.697 -0.66
N -2.732 7.155 -3.305 -0.79
H -3.079 7.851 -3.883 0.40
C -0.324 3.694 0.411 -0.21
C 1.177 0.334 1.086 0.16
H -1.344 5.821 -0.902 0.21
C 1.498 -3.079 2.603 -0.23
H 2.394 -4.396 3.981 0.22
H -2.697 -4.814 -0.146 0.22
C -1.761 -2.857 -1.444 -0.64

***

13
Properties=species:S:1:pos:R:3:nbo_charge:R:1 method="wB97M-V/def2-TZVPD" smiles="C=CCCO" homo_lumo_gap_ev=10.771 spin_multiplicity=1 homo_energy_ev=-9.71
H -1.398 -0.357 0.746 0.23
H -1.194 0.116 -2.798 0.20
C -1.348 0.029 -1.732 -0.42
H 1.269 -1.599 0.946 0.19
C 0.854 -0.573 1.158 -0.07
H 1.657 1.339 0.907 0.46
C -0.241 0.195 -0.987 -0.19
H 0.921 0.118 -1.527 0.24
H -0.360 1.063 0.994 0.20
H 0.765 -0.674 2.193 0.17
H -2.520 0.026 -1.336 0.20
O 1.976 0.295 0.888 -0.73
C -0.381 0.022 0.547 -0.48

***

74
Properties=species:S:1:pos:R:3:lowdin_charge:R:1 method="wB97M-V/def2-TZVPD" homo_lumo_gap_ev=6.470 total_charge=+1 spin_multiplicity=1 homo_energy_ev=-9.97
C 0.897 -0.548 0.734 -0.15
C 0.040 -2.939 1.233 -0.13
H -3.129 3.772 -4.423 0.09
H -0.428 -0.084 3.191 0.20
H 0.725 -3.477 1.968 0.13
C 2.545 2.653 3.940 -0.23
N -0.006 -1.035 3.049 0.05
Br 2.992 1.310 0.169 0.83
S -2.680 -3.777 -3.712 0.69
H 0.166 0.508 -3.207 0.08
H -1.006 -4.548 -1.113 0.10
H -1.279 -1.157 1.328 0.15
C 1.721 0.124 -4.900 -0.06
F -1.218 3.344 0.233 0.08
N -2.113 -1.177 -4.229 -0.14
H 2.494 3.039 5.035 0.15
C -0.432 -1.635 -6.165 0.02
C -1.704 -3.760 -0.631 -0.47
H -1.208 -2.301 -6.691 0.10
C 4.046 2.968 3.476 -0.24
N 2.087 1.262 3.976 -0.05
C 0.959 -1.490 -6.865 -0.06
C -3.814 0.067 -2.558 -0.04
H 0.602 -2.944 0.220 0.12
H -2.663 -2.693 3.881 0.10
H 2.036 -1.904 2.881 0.14
H -4.778 3.650 -2.283 0.09
H 1.209 -2.045 -7.837 0.09
C -3.282 2.745 -3.930 -0.05
C -4.262 2.725 -2.702 -0.08
F 1.277 3.206 0.985 -0.04
Cl 3.897 -0.209 2.394 0.58
F -1.709 1.149 0.476 0.10
O -0.142 -3.040 4.723 0.09
H -1.869 1.598 -5.336 0.10
H 3.125 -0.472 -6.734 0.10
H 0.470 -0.407 -0.314 0.10
N -2.273 -1.793 4.243 0.14
H 1.831 -1.217 0.586 0.12
H -0.007 -2.765 5.665 0.13
C 2.169 0.406 2.826 -0.66
H 2.539 0.795 4.777 0.13
H 1.866 3.405 3.380 0.11
H 2.525 0.799 -4.431 0.09
F -0.086 1.903 -1.087 0.09
H 5.040 4.779 2.634 0.08
F -0.260 2.317 2.572 0.07
H -4.066 -0.915 -2.021 0.08
H -5.226 1.246 -1.147 0.09
C 1.462 0.807 1.421 -0.50
C -2.787 0.044 -3.753 -0.16
H -2.358 -1.906 5.276 0.10
H 4.278 5.110 4.361 0.08
C -1.363 -3.683 0.947 -0.22
H 4.802 2.699 4.311 0.12
C 1.469 -0.996 3.315 -0.11
H 1.593 -1.106 4.461 0.15
H -2.247 -3.221 1.539 0.11
H -1.289 -4.773 1.310 0.13
C -0.187 -1.360 1.590 -0.23
C 4.151 4.597 3.348 -0.12
H -2.764 -4.193 -0.736 0.09
C 2.091 -0.590 -6.242 -0.06
C -0.778 -0.918 -4.807 -0.21
C 0.484 2.065 1.385 -0.29
C -4.520 1.346 -2.050 -0.08
C -2.563 1.445 -4.440 -0.01
S -1.465 -2.134 -1.504 0.84
C 0.340 -0.042 -4.192 -0.01
H 3.225 4.986 2.775 0.08
B -0.788 -1.946 3.998 -0.45
H 4.343 2.566 2.454 0.05
C -2.099 -2.262 -3.228 -0.98
C -0.644 2.026 0.203 -0.32

***

21
Properties=species:S:1:pos:R:3:nbo_charge:R:1 method="wB97M-V/def2-TZVPD" smiles="C/C(S)=C(/[O-])O[C@@](O)(C=O)CO" homo_lumo_gap_ev=6.773 total_charge=-1 spin_multiplicity=1 homo_energy_ev=-3.53
O 0.301 -1.704 -0.717 -0.52
C 0.645 0.158 0.893 0.29
O 3.494 -0.262 0.624 -0.73
C 2.533 -1.220 0.356 -0.06
H -2.466 1.269 -1.327 0.21
C 1.215 -0.709 -0.300 0.39
O -1.617 -2.431 0.146 -0.62
H 3.086 0.630 0.708 0.50
H -1.475 0.226 -2.300 0.20
S -2.851 0.240 0.897 -0.08
C -1.332 -0.093 0.041 -0.49
C -0.965 -1.494 -0.190 0.77
H 2.252 -1.772 1.138 0.15
H 0.503 -0.466 1.798 0.13
H 2.974 -2.026 -0.386 0.15
O 1.495 0.254 -1.282 -0.74
O 1.029 1.367 0.921 -0.77
H -0.777 1.542 -1.397 0.19
C -1.472 0.760 -1.226 -0.62
H -3.148 -1.172 1.269 0.16
H 1.053 1.095 -1.067 0.50